Here is the molecule CH6NPS in a non-equilibrium geometry from the Open Molecules 2025 dataset. Energies are from wB97M-V/def2-TZVPD.

For the HOMO energy, the calculation gives -8.75 eV. As for the SMILES: CSPN. The charge is 0. Its total energy is -835.954023 a.u.

```
10
Properties=species:S:1:pos:R:3:lowdin_charge:R:1
H -0.261 -2.189 1.567 0.005
H 0.807 1.496 -0.983 -0.014
N 0.614 -1.688 1.421 -0.382
C -0.144 1.440 -1.527 -0.354
P 0.447 -0.012 1.042 0.444
S -0.851 -0.095 -0.592 0.368
H -0.092 1.037 -2.476 -0.014
H -0.859 2.091 -1.363 -0.049
H -0.727 0.108 2.272 -0.021
H 1.067 -2.189 0.640 0.017
```

Here is a cluster of 3 separate species, CH6NPS in total in a non-equilibrium geometry from the Open Molecules 2025 dataset. Energies are from wB97M-V/def2-TZVPD.

For the HOMO energy (spin up / spin down), the calculation gives -9.12 / -9.12 eV. The charge is 0. Its total energy is -835.788262 a.u.

```
10
Properties=species:S:1:pos:R:3:lowdin_charge:R:1
H 2.097 2.510 0.940 -0.097
H 2.703 1.254 1.941 -0.102
H -2.422 -1.915 0.406 -0.111
H -1.022 -0.584 -2.472 0.028
S 0.345 0.837 0.129 0.472
H -0.099 0.312 1.210 -0.297
C -1.011 -1.298 -1.548 -0.558
P -2.211 -0.811 -0.586 0.685
H -0.429 -2.167 -1.693 -0.017
N 2.049 1.862 1.672 -0.002
```

Here is the ion CH6NS with charge +1 in a non-equilibrium geometry from the Open Molecules 2025 dataset. Energies are from wB97M-V/def2-TZVPD.

For the HOMO energy, the calculation gives -14.52 eV. As for the SMILES: [NH3+]CS. The charge is +1. Its total energy is -494.341338 a.u.

```
9
Properties=species:S:1:pos:R:3:lowdin_charge:R:1
S -0.595 1.931 0.115 0.775
H -1.689 1.731 0.941 -0.073
C -0.532 0.245 -0.462 -0.552
H -1.335 -0.416 -0.165 0.090
N 0.742 -0.419 0.063 0.135
H 0.554 -0.592 1.075 0.179
H -0.600 0.423 -1.661 0.145
H 0.834 -1.303 -0.257 0.106
H 1.535 0.311 0.040 0.196
```

Record-wise ΔE to the lowest compared entry with this formula, charge and spin values, in eV: 1.312; 5.822; 0.398